1.
9
Properties=species:S:1:pos:R:3:forces:R:3 method="wB97M-V/def2-TZVPD" orbital_gap_ev=11.6 e_above_lowest_kj_mol=89.28 e_tot_ha=-321.34364 smiles="O=C=O.CC#N" max_force_ev_per_a=3.980 e_homo_ev=-11.1
H 0.44784 -0.72875 -2.07340 -0.4022 -0.0247 -1.0439
C 0.10893 0.07616 -1.44444 3.3474 0.7940 -1.2111
O -0.78180 0.28019 1.01892 -1.2302 0.9901 0.5447
C 0.89863 -0.19446 -0.29103 2.7059 -1.1450 1.2839
N 1.65851 -0.60863 0.47967 -0.6121 0.6168 -0.8331
H 0.31720 1.06843 -1.85303 0.4210 -0.2416 -0.1791
C -0.82578 0.13099 2.16401 -0.4943 -0.3632 -1.5376
O -0.95206 -0.11306 3.26728 0.1400 -0.1100 2.2337
H -0.87146 0.08914 -1.26799 -3.8754 -0.5165 0.7426

***

2.
9
Properties=species:S:1:pos:R:3:forces:R:3 method="wB97M-V/def2-TZVPD" orbital_gap_ev=9.8 e_above_lowest_kj_mol=374.59 e_tot_ha=-321.23497 smiles="O=C1CC=NO1" max_force_ev_per_a=8.433 e_homo_ev=-10.1
O 2.30959 -0.47107 -0.26048 -5.7473 1.5022 4.0325
O 0.37970 -1.50661 0.19823 4.5094 -1.7237 1.7865
H -2.13779 0.01919 -0.34144 -0.2471 1.5470 -0.1759
C 1.10191 -0.34577 0.25441 5.6564 -0.5878 -6.2270
C -1.07952 -0.04720 -0.17719 -1.3761 -3.4218 -0.3786
H 0.27368 1.55505 -0.73627 0.4019 -0.7241 1.0511
H -0.08722 1.31359 1.09092 0.3142 0.1532 -0.7590
C 0.09662 0.83314 0.10253 -0.4677 -0.8151 0.9028
N -0.85696 -1.35032 -0.13069 -3.0438 4.0701 -0.2324

***

3.
9
Properties=species:S:1:pos:R:3:forces:R:3 method="wB97M-V/def2-TZVPD" orbital_gap_ev=9.2 e_above_lowest_kj_mol=342.55 e_tot_ha=-321.24718 smiles="N#CC(=O)CO" max_force_ev_per_a=4.529 e_homo_ev=-10.4
H -1.36105 1.51809 0.12126 -0.4348 -3.0802 -0.4150
C -0.73920 -0.44881 0.02863 0.0090 1.0139 1.2568
H -0.56920 -1.17599 -0.80247 -0.8125 1.1539 -0.6150
H -1.18783 -1.22303 0.82841 2.4176 1.5955 -0.6607
O 0.50594 1.74544 -0.08315 1.4752 -2.7469 -0.3656
C 0.68097 0.53277 -0.07549 -3.9219 -0.1668 2.2598
N 2.60349 -1.14009 -0.09735 1.7089 -1.8402 0.0456
C 1.80166 -0.34875 -0.00508 -0.4784 2.4100 -0.6334
O -1.73479 0.54037 0.08523 0.0370 1.6606 -0.8725

***

4.
9
Properties=species:S:1:pos:R:3:forces:R:3 method="wB97M-V/def2-TZVPD" orbital_gap_ev=11.1 e_above_lowest_kj_mol=248.74 e_tot_ha=-321.28290 max_force_ev_per_a=1.455 e_homo_ev=-11.2
C 1.45072 -1.06866 0.79359 0.9024 -0.2917 0.4429
N 2.45227 -1.40058 1.25975 -0.9775 0.2571 -0.3909
H 0.53862 -0.72357 0.34722 0.2225 -0.0304 0.0510
C -1.87994 0.04230 0.21757 0.1748 0.1292 -0.1861
H -2.81177 -0.33461 -0.23480 -0.0165 0.0877 0.0014
C 1.52649 0.94986 -1.53108 0.0775 1.4040 -0.3739
O -1.03006 0.58850 -0.44268 -0.4271 -0.2980 0.3343
O 1.50936 2.06981 -1.71430 0.0431 -1.2839 0.2058
H -1.75569 -0.12304 1.30474 0.0007 0.0262 -0.0844